DFT (ωB97M-V with the def2-TZVPD basis set) results for a 8-piece molecular cluster, H14IO7 overall.

```
22
Properties=species:S:1:pos:R:3:forces:R:3
I 0.338475 0.042809 0.068630 0.0 0.0 0.0
O 1.394965 3.400649 -0.131980 0.3 0.7 0.2
H 0.895185 2.585159 -0.169780 -0.2 -0.6 0.0
H 1.490135 3.666419 -1.046600 0.0 0.0 -0.2
O -0.137445 2.143249 2.938110 -0.4 0.3 0.6
H 0.693705 2.261239 3.397980 0.2 0.0 0.1
H 0.110005 1.800619 2.079260 0.1 -0.3 -0.5
O 0.379775 -3.286911 -1.163940 0.2 -0.5 -0.3
H 0.243325 -2.518191 -0.610150 -0.1 0.6 0.2
H 0.209775 -4.031541 -0.587000 -0.1 -0.2 0.1
O 3.365065 -2.165381 0.857190 0.5 -0.1 0.2
H 2.562835 -1.868421 0.427680 -0.4 0.3 -0.2
H 3.136445 -3.016621 1.230490 -0.1 -0.2 0.0
O -2.565145 0.062289 2.259300 -0.7 -0.1 0.3
H -2.240095 0.777419 2.806270 0.3 0.2 0.1
H -1.907525 -0.030621 1.570000 0.4 -0.1 -0.3
O 0.465655 -0.157691 -3.498770 0.2 0.0 -0.7
H 0.171335 -0.318481 -2.602240 0.0 -0.1 0.6
H -0.033865 0.608289 -3.781610 -0.1 0.1 0.0
O -2.980235 -0.354561 -1.375120 -0.5 -0.3 -0.3
H -2.148265 -0.037941 -1.023230 0.6 0.0 0.3
H -3.444115 0.438219 -1.644490 -0.1 0.2 0.0
```
Positions in Å, forces in eV/Å.

The energy above the lowest of the compared OMol25 structures with the same formula, charge and spin comes out at 32.23 kJ/mol. The largest force on an atom is 0.8 eV Å⁻¹. Its total energy is -832.8958 Ha. The frontier orbital gap is 8.647 eV. The charge is -1.

Let us look at the Mulliken charges, expressed in e, one per atom: number 1, I, carries -0.48; number 2, O, carries -0.61; number 3, H, carries 0.23; number 4, H, carries 0.27; number 5, O, carries -0.63; number 6, H, carries 0.28; number 7, H, carries 0.20; number 8, O, carries -0.58; number 9, H, carries 0.21; number 10, H, carries 0.27; number 11, O, carries -0.64; number 12, H, carries 0.31; number 13, H, carries 0.29; number 14, O, carries -0.65; number 15, H, carries 0.33; number 16, H, carries 0.26; number 17, O, carries -0.62; number 18, H, carries 0.30; number 19, H, carries 0.30; number 20, O, carries -0.60; number 21, H, carries 0.27; number 22, H, carries 0.28

***

DFT (ωB97M-V with the def2-TZVPD basis set) results for C21H45FeOP3S as an isolated structure in a non-equilibrium geometry.

```
72
Properties=species:S:1:pos:R:3:forces:R:3
Fe 0.347566 -0.925082 -0.227017 1.5 2.0 0.5
P 0.978833 -2.657191 0.844663 1.2 -3.6 2.2
P 0.204829 -1.320096 -2.322356 0.1 -1.1 -5.2
P -1.721008 -0.633633 0.342520 -4.3 -0.2 0.9
H 1.454800 1.313076 -0.494419 -0.3 -0.1 0.4
C 0.663223 1.068388 0.232131 1.0 -0.2 2.3
C 0.950625 0.285074 1.403338 0.8 2.3 -1.1
H 1.991443 0.070644 1.683946 -0.5 0.0 -0.3
C 2.702923 -3.189504 1.139068 0.3 0.5 -0.2
C 0.333277 -4.208996 0.103179 -0.1 0.3 0.0
C 0.384369 -2.733126 2.579470 -0.2 0.2 -0.2
C -0.008974 0.177896 -3.360306 -0.2 0.4 0.3
C 1.467729 -2.110080 -3.386905 0.5 -0.3 0.3
C -1.215344 -2.396390 -2.830032 -0.1 0.1 0.5
C -2.191150 0.131390 1.948581 0.3 0.0 -0.1
C -2.727699 -2.173671 0.379764 0.0 0.2 -0.1
C -2.595051 0.437412 -0.870995 0.2 0.0 0.1
H -0.243419 1.690367 0.205004 0.4 -0.5 -0.1
H 0.243503 0.308042 2.246743 0.4 -0.3 -0.6
H 3.278241 -2.368903 1.590094 -0.1 -0.3 -0.1
H 3.173158 -3.488896 0.192605 -0.1 0.1 0.4
H 2.672557 -4.047893 1.827579 0.0 0.3 -0.3
H 0.806347 -4.367248 -0.875835 -0.1 0.0 0.3
H -0.754353 -4.158888 -0.023128 0.2 -0.2 0.0
H 0.596624 -5.030018 0.780595 -0.1 0.0 -0.3
H 0.874047 -1.929818 3.148287 -0.1 -0.3 0.0
H 0.677059 -3.713705 2.978959 -0.2 0.3 0.0
H -0.705414 -2.605059 2.634079 0.3 -0.1 0.1
H -0.173158 -0.120030 -4.406827 0.0 0.1 0.4
H 0.914107 0.771944 -3.298405 -0.3 -0.1 0.0
H -0.849230 0.789534 -3.011188 0.2 0.0 -0.2
H 0.992682 -2.339714 -4.352174 0.2 0.1 0.3
H 1.838893 -3.042209 -2.939356 0.0 0.2 -0.2
H 2.307894 -1.422323 -3.549986 -0.2 -0.3 0.1
H -1.161562 -2.547838 -3.915449 0.0 0.1 0.3
H -2.184113 -1.950251 -2.579313 0.2 -0.2 -0.1
H -1.136655 -3.375265 -2.336611 0.0 0.2 -0.2
H -3.287973 0.181875 2.004539 0.3 -0.1 0.0
H -1.774918 1.142847 2.041906 -0.1 -0.2 -0.1
H -1.799306 -0.470948 2.778452 -0.2 0.1 -0.2
H -3.780988 -1.901963 0.527900 0.2 -0.2 0.0
H -2.390014 -2.811774 1.205240 -0.2 0.2 -0.1
H -2.617794 -2.735454 -0.554079 -0.1 0.2 0.2
H -3.635179 0.578056 -0.554570 0.2 -0.2 -0.1
H -2.561898 -0.008017 -1.869679 -0.2 0.1 0.2
H -2.091694 1.409212 -0.924058 -0.2 -0.1 0.0
C -4.064486 4.737938 1.434950 -0.3 -1.1 -0.6
C -4.575402 5.729046 0.574761 -0.2 1.6 -0.4
C -4.457024 7.078487 0.925331 -0.5 -1.1 -1.1
C -3.846777 7.447055 2.130954 -0.1 0.1 -0.1
C -3.371133 6.459104 2.995286 0.3 -1.5 0.6
C -3.484648 5.110442 2.658411 0.5 0.8 1.2
S -4.137810 3.042893 1.022034 0.0 1.3 0.1
H -4.599497 3.168212 -0.250084 0.0 0.1 0.4
H -5.052387 5.419796 -0.355280 0.1 0.3 0.2
H -4.845571 7.842977 0.247823 0.1 -0.3 0.3
H -3.749028 8.496051 2.389895 0.0 -0.1 0.0
H -2.904792 6.730507 3.944494 -0.2 -0.1 -0.3
H -3.126991 4.324067 3.324630 0.0 0.4 0.0
C 5.624792 -1.491023 -0.781281 -0.6 -0.1 0.3
C 5.738017 -0.092305 -0.176359 -0.4 0.2 -0.6
C 4.280019 0.215041 0.188380 0.0 0.4 0.7
O 3.412572 -0.512454 -0.710517 0.3 0.0 0.2
C 4.229232 -1.460606 -1.423905 0.2 -0.3 -0.8
H 6.382798 -1.721260 -1.524141 0.1 0.0 0.1
H 5.679720 -2.237575 0.023019 -0.1 0.0 -0.3
H 6.109591 0.611146 -0.935603 -0.1 -0.1 0.3
H 6.388127 -0.046852 0.694510 0.0 0.0 0.0
H 4.060419 -0.137360 1.212655 0.2 0.1 -0.2
H 4.042564 1.290998 0.146268 0.0 -0.4 -0.1
H 4.288475 -1.133255 -2.479094 0.1 -0.1 0.4
H 3.731385 -2.442843 -1.413091 0.2 0.3 0.0
```
Positions in Å, forces in eV/Å.

The largest force on an atom is 5.3 eV Å⁻¹. Its expectation value of S² is 8.81. Its total energy is -3587.3087 Ha. The frontier orbital gap (spin up / spin down) is 9.307 / 5.133 eV. The charge is +3. As for the multiplicity: 6.

Let us look at the Mulliken charges, expressed in e, one per atom: number 1, Fe, carries 0.91; number 2, P, carries 0.63; number 3, P, carries 0.67; number 4, P, carries 0.96; number 5, H, carries 0.38; number 6, C, carries -1.24; number 7, C, carries -0.53; number 8, H, carries 0.32; number 9, C, carries -1.17; number 10, C, carries -1.32; number 11, C, carries -1.27; number 12, C, carries -1.35; number 13, C, carries -1.28; number 14, C, carries -1.36; number 15, C, carries -1.58; number 16, C, carries -1.37; number 17, C, carries -1.23; number 18, H, carries 0.51; number 19, H, carries 0.39; number 20, H, carries 0.29; number 21, H, carries 0.33; number 22, H, carries 0.68; number 23, H, carries 0.34; number 24, H, carries 0.34; number 25, H, carries 0.52; number 26, H, carries 0.38; number 27, H, carries 0.53; number 28, H, carries 0.29; number 29, H, carries 0.47; number 30, H, carries 0.41; number 31, H, carries 0.32; number 32, H, carries 0.60; number 33, H, carries 0.33; number 34, H, carries 0.30; number 35, H, carries 0.55; number 36, H, carries 0.37; number 37, H, carries 0.37; number 38, H, carries 0.54; number 39, H, carries 0.35; number 40, H, carries 0.34; number 41, H, carries 0.52; number 42, H, carries 0.35; number 43, H, carries 0.31; number 44, H, carries 0.45; number 45, H, carries 0.25; number 46, H, carries 0.36; number 47, C, carries 1.03; number 48, C, carries -0.42; number 49, C, carries -0.54; number 50, C, carries -0.38; number 51, C, carries -0.50; number 52, C, carries -0.40; number 53, S, carries -0.01; number 54, H, carries 0.24; number 55, H, carries 0.32; number 56, H, carries 0.40; number 57, H, carries 0.44; number 58, H, carries 0.40; number 59, H, carries 0.39; number 60, C, carries -0.63; number 61, C, carries -0.73; number 62, C, carries -0.53; number 63, O, carries -0.13; number 64, C, carries -0.25; number 65, H, carries 0.42; number 66, H, carries 0.21; number 67, H, carries 0.30; number 68, H, carries 0.36; number 69, H, carries 0.33; number 70, H, carries 0.30; number 71, H, carries 0.32; number 72, H, carries 0.11